[1]
A structure of composition C6H10HgO6 at a distorted geometry. Source: the Open Molecules 2025 dataset; level of theory: ωB97M-V/def2-TZVPD.

Expectation value of S² ... 0.755
Multiplicity ... 2
Strongest force on any atom ... 0.0546 Eh/bohr
HOMO-LUMO gap (spin up / spin down) ... 7.084 / 5.854 eV
Net charge ... -1
Energy relative to the best compared isomer or geometry (same formula, charge and spin) ... 0.00 kcal/mol

Positions of all 23 atoms, in Å:
O (-0.52234, -0.00763, -4.01018)
C (-0.38923, -0.93423, -3.10453)
O (-1.19593, -0.84743, -2.08503)
O (0.44450, -1.87443, -3.22037)
Hg (-2.00853, 1.02807, -2.81596)
O (0.61300, -5.11307, -7.21367)
C (1.44340, -4.54048, -8.06144)
O (2.65182, -4.54520, -7.98911)
O (0.73169, -3.95554, -9.01314)
C (1.44319, -3.32116, -10.08264)
C (0.42478, -2.75848, -11.04496)
H (2.08966, -4.06509, -10.56827)
H (2.08059, -2.53090, -9.66259)
H (-0.20749, -3.55605, -11.45770)
H (0.94615, -2.26423, -11.87525)
H (-0.21695, -2.01862, -10.54802)
C (0.38016, -4.45451, -5.93146)
H (1.34320, -4.41314, -5.40353)
H (-0.01472, -3.45094, -6.13763)
C (-0.63060, -5.27895, -5.17098)
H (-1.58330, -5.32713, -5.71611)
H (-0.26503, -6.30011, -4.99749)
H (-0.81678, -4.80767, -4.19715)

Atomic forces in eV per Å
O 0.40 0.48 -0.97
C 1.62 -2.26 -0.36
O -0.30 -0.34 1.01
O -0.83 0.89 0.05
Hg -0.93 1.09 0.17
O -0.71 -0.71 0.55
C 1.13 0.37 0.41
O -0.57 0.03 -0.25
O -0.36 0.28 -0.83
C 0.40 0.01 0.09
C -0.16 0.08 -0.13
H -0.09 0.18 0.14
H -0.11 -0.22 -0.10
H 0.14 0.21 0.12
H -0.13 -0.10 0.17
H 0.16 -0.21 -0.13
C 0.28 -0.01 0.07
H -0.35 0.25 -0.11
H 0.28 -0.15 0.20
C -0.16 -0.05 0.14
H 0.26 -0.02 0.10
H -0.06 0.24 -0.10
H 0.10 -0.02 -0.24

---

[2]
A structure of composition C6H10LuO4 at a distorted geometry. Source: the Open Molecules 2025 dataset; level of theory: ωB97M-V/def2-TZVPD.

Strongest force on any atom ... 0.1055 Eh/bohr
HOMO-LUMO gap ... 2.744 eV
Net charge ... +3
Energy relative to the best compared isomer or geometry (same formula, charge and spin) ... 41.75 kcal/mol

Positions of all 21 atoms, in Å:
C (-1.16969, -0.77195, 2.12784)
C (-1.46138, -1.14310, 0.63180)
O (-0.78988, -2.31847, 0.23694)
C (-1.02300, 0.12205, -0.29262)
C (0.54615, 0.13283, -0.31290)
C (1.32394, 1.52290, -0.34019)
O (2.47076, 1.11194, -1.03787)
C (2.21104, -0.07007, -1.83404)
O (2.81587, -0.48804, -2.70739)
O (1.00898, -0.64468, -1.42044)
H (-2.13055, -0.44441, 2.59446)
H (-0.45610, 0.09024, 2.22331)
H (-0.75334, -1.61243, 2.73108)
H (-2.56604, -1.36002, 0.54029)
H (-1.15528, -2.63151, -0.61985)
H (-1.49740, 1.06371, 0.08598)
H (-1.40459, -0.03272, -1.33874)
H (1.02269, -0.36118, 0.58556)
H (1.49051, 1.74375, 0.75562)
H (0.82484, 2.39318, -0.91762)
Lu (0.71275, 3.77482, -1.66477)

Atomic forces in eV per Å
C 0.11 0.08 -0.14
C -0.59 -0.86 1.50
O -0.22 1.47 -0.34
C 0.41 0.02 -0.87
C -1.52 -0.65 0.30
C 1.97 -4.93 1.10
O -0.68 1.90 -0.02
C -2.64 -1.61 0.62
O 1.89 0.36 -1.06
O 0.97 2.79 0.79
H 0.70 -0.21 -0.34
H -0.55 -0.68 -0.02
H -0.37 0.47 -0.69
H 0.78 0.72 -0.44
H 0.13 -0.15 0.53
H 0.38 -0.79 0.21
H 0.46 0.00 0.82
H -0.72 0.70 -0.42
H 0.01 1.01 -1.17
H -0.47 -4.30 2.40
Lu -0.05 4.68 -2.75